A 4-piece molecular cluster, C50H84Br2Cl2N4O12S overall, computed with the ωB97M-V functional and the def2-TZVPD basis.

Geometry as XYZ:
```
155
Properties=species:S:1:pos:R:3:forces:R:3:mulliken_charge:R:1
H -3.36232 5.65868 -3.87259 -0.02 0.00 -0.05 0.28
N -3.24673 5.09144 -4.71568 0.12 -0.27 -0.58 -0.68
C -2.12991 4.48667 -4.69034 -0.40 1.19 1.20 -0.37
C -1.18916 4.63063 -3.48158 -0.19 -1.59 -1.15 -0.45
C -1.39639 3.38504 -2.59201 -0.20 1.15 -0.72 0.62
C -2.65202 2.79738 -2.49993 0.09 -0.27 0.42 -0.50
C -2.78277 1.66884 -1.72293 -0.67 0.11 -0.11 -0.95
C -1.71709 1.10316 -1.04665 0.08 -1.01 0.60 0.63
C -2.03723 -0.16779 -0.26847 -0.07 -0.16 0.12 -0.72
O -2.82488 -1.10712 -0.99630 0.10 0.40 -0.15 -0.40
C -2.28894 -1.40015 -2.26703 -0.05 -0.31 -1.11 0.16
C -2.79414 -2.76807 -2.76935 0.03 1.10 0.59 -0.88
O -2.69826 -3.71217 -1.71272 -0.61 0.03 -0.73 -0.20
C -3.96361 -4.31136 -1.47569 0.26 -0.74 0.23 -0.59
C -4.34410 -5.32945 -2.57322 -0.31 -0.21 0.77 -0.36
O -5.77188 -5.38790 -2.64162 0.61 -0.24 -0.64 -0.40
C -6.26519 -5.40195 -3.97143 -1.26 0.34 -0.13 -0.36
C -6.72331 -3.98029 -4.41227 0.39 -0.18 0.24 -0.83
C -0.45279 1.68585 -1.09499 -0.82 -0.02 -0.22 -1.54
C -0.34245 2.83352 -1.89223 1.60 -0.13 0.41 0.87
S 1.27571 3.57992 -2.00361 -0.12 -0.23 -0.05 -0.51
C 2.30373 2.11292 -1.95144 -1.36 1.13 0.17 1.02
C 3.46170 2.09735 -2.70954 0.72 0.60 -0.38 0.24
C 3.89065 3.24061 -3.62995 0.07 -0.93 -0.17 -0.97
C 4.25396 2.64982 -5.03332 -0.69 -0.12 0.37 -0.59
N 3.83112 3.52631 -6.14517 0.60 -0.39 0.11 -0.67
C 4.27229 0.98072 -2.62161 -0.33 0.27 0.07 0.17
C 3.90315 -0.06152 -1.79506 0.68 -1.11 -0.74 -0.18
C 4.88779 -1.20526 -1.74510 -0.26 0.73 1.08 -0.92
Cl 4.96064 -2.37834 -3.02959 -0.05 0.36 0.15 -0.18
C 5.74051 -1.29459 -0.72188 0.27 -0.59 -0.23 0.59
C 6.80124 -2.35907 -0.57237 0.34 0.53 0.94 -1.44
Cl 5.68355 -0.09820 0.56602 0.14 -0.33 -0.49 -0.16
C 2.71626 -0.05632 -1.07141 -0.46 -0.32 0.60 0.16
C 2.38186 -1.27311 -0.21650 -0.29 -0.04 -1.02 -0.79
Br 2.40472 -0.82548 1.69533 -0.11 -0.13 -0.18 -0.02
C 1.05999 -1.93537 -0.65942 -0.34 -0.31 0.81 2.27
C 0.46876 -2.89565 0.39671 0.46 -0.35 -0.70 -1.47
Br 1.38524 -2.99967 -2.29765 0.13 0.38 0.14 -0.14
C 1.87486 1.07464 -1.14320 0.78 -1.23 0.00 -1.07
N 0.65815 1.13241 -0.36611 0.42 -1.14 0.60 2.09
N 1.01653 1.92181 0.79975 -0.32 2.74 -1.83 -0.76
C 0.05279 2.50392 1.43167 -0.15 -0.41 0.48 0.96
C -1.09668 1.80888 2.14117 -0.31 0.37 -1.25 -1.39
C 0.07099 4.01950 1.54436 0.37 -0.61 2.34 -1.29
H -1.86802 3.83311 -5.52888 0.09 0.05 0.26 0.43
H -1.39933 5.56007 -2.94454 0.15 -0.09 -0.13 0.21
H -0.17143 4.59357 -3.89326 -0.06 0.34 0.48 0.43
H -3.53532 3.17577 -3.00286 0.30 0.14 -0.07 0.46
H -3.76771 1.20943 -1.65073 0.25 -0.09 0.08 0.52
H -1.14616 -0.69226 0.08452 0.06 0.39 0.01 0.05
H -2.62495 0.11791 0.61261 -0.04 -0.26 -0.24 0.39
H -1.19072 -1.36991 -2.31531 -0.14 -0.06 0.42 -0.02
H -2.63666 -0.66542 -3.01809 0.18 -0.05 0.22 0.33
H -2.22242 -3.04421 -3.66684 0.05 -0.14 0.29 0.30
H -3.83376 -2.60111 -3.09477 0.10 -0.39 0.21 0.35
H -3.86790 -4.84785 -0.52219 -0.01 0.19 -0.18 0.28
H -4.78279 -3.58824 -1.35186 0.31 0.10 -0.21 0.29
H -3.98199 -6.32140 -2.26047 0.03 0.17 -0.23 0.21
H -3.89769 -5.11247 -3.55198 -0.09 0.29 0.23 0.39
H -5.57396 -5.85398 -4.69468 0.12 0.14 0.32 0.34
H -7.16240 -6.03777 -3.96492 0.32 -0.02 0.06 0.35
H -7.81465 -3.91705 -4.46794 0.22 -0.01 -0.14 0.30
H -6.40907 -3.27211 -3.63523 0.00 -0.08 -0.23 0.21
H -6.27845 -3.67376 -5.36605 -0.20 -0.04 0.15 0.26
H 4.78093 3.71517 -3.20044 -0.33 0.23 -0.02 0.46
H 3.06986 3.95285 -3.74227 0.36 0.02 -0.06 0.34
H 3.71553 1.69346 -5.10282 0.16 0.19 -0.11 0.45
H 5.32036 2.39332 -5.08322 -0.19 0.21 -0.02 0.28
H 3.21693 2.99252 -6.74961 0.01 0.19 -0.02 0.24
H 4.65421 3.73480 -6.70031 -0.22 0.21 -0.09 0.26
H 5.19251 0.93048 -3.19817 -0.11 -0.08 0.15 0.51
H 7.21168 -2.28034 0.44308 -0.12 -0.08 -0.23 0.43
H 6.42082 -3.37897 -0.67367 0.00 0.24 -0.37 0.34
H 7.64986 -2.15474 -1.23748 -0.32 -0.28 -0.13 0.30
H 3.14679 -2.04155 -0.35737 0.02 0.33 0.35 0.78
H 0.36034 -1.16717 -0.96740 0.07 -0.16 -0.03 -1.94
H -0.02305 -3.73739 -0.10247 -0.18 0.33 0.12 0.46
H -0.24321 -2.40641 1.06636 0.29 -0.01 0.00 0.33
H 1.31494 -3.32161 0.95042 -0.35 0.10 0.17 0.42
H -0.94153 2.00185 3.21191 0.00 -0.06 -0.22 0.58
H -1.10372 0.73299 1.95026 0.01 0.25 0.14 0.12
H -2.04729 2.27955 1.84609 0.02 -0.32 0.24 0.34
H 1.08895 4.37600 1.73479 -0.15 0.12 -0.55 0.33
H -0.40906 4.47365 0.67181 0.37 -0.28 -0.13 0.18
H -0.52871 4.30175 2.42691 0.13 0.15 -0.28 0.46
C 2.56871 -11.22616 2.86415 0.10 0.09 -0.13 -0.78
O 2.52202 -10.21386 1.88351 -0.16 0.08 0.24 -0.26
C 1.36095 -10.29779 1.07066 0.40 0.08 -0.12 -0.58
C 0.97051 -8.93105 0.54733 -0.20 -0.02 -0.04 -0.34
O 0.31067 -8.11771 1.50905 0.09 -0.02 0.01 -0.48
C 1.11531 -7.55724 2.53936 -0.18 0.07 0.03 -0.53
C 2.02802 -6.44530 2.06656 0.32 -0.19 0.13 -0.26
O 3.18108 -6.97773 1.43261 -0.11 -0.06 -0.22 -0.35
C 3.76897 -6.06141 0.53688 -0.03 -0.07 0.11 -0.73
H 2.62278 -12.21771 2.40067 -0.07 -0.06 0.09 0.33
H 3.46309 -11.06838 3.46502 0.02 0.01 -0.07 0.23
H 1.69500 -11.16924 3.52350 -0.03 -0.11 -0.02 0.34
H 0.52366 -10.72281 1.63540 -0.03 0.02 0.00 0.36
H 1.59377 -10.95638 0.22305 -0.21 -0.04 -0.04 0.40
H 0.23731 -9.08021 -0.24905 -0.04 0.00 0.05 0.41
H 1.82249 -8.41156 0.10607 0.14 -0.09 0.13 0.14
H 1.66974 -8.33111 3.07288 0.19 0.04 -0.11 0.16
H 0.40598 -7.12512 3.24937 -0.04 0.03 -0.08 0.43
H 2.36173 -5.85505 2.93071 -0.18 0.12 0.01 0.51
H 1.47775 -5.79336 1.37760 -0.03 -0.01 0.01 0.08
H 3.05507 -5.77358 -0.24432 0.03 0.14 0.01 0.33
H 4.61905 -6.55022 0.06323 0.01 -0.03 0.07 0.36
H 4.12026 -5.16841 1.06908 -0.02 0.08 -0.10 0.26
C -2.35356 11.36407 -1.89630 -0.16 0.06 -0.08 -0.76
O -3.57544 10.87690 -2.40565 0.08 -0.17 0.25 -0.27
C -3.39993 9.75954 -3.26327 -0.28 0.36 -0.07 -0.53
C -4.62202 8.86542 -3.23755 0.10 -0.20 -0.07 -0.46
O -4.69837 8.04072 -2.07898 0.00 0.06 -0.02 -0.40
C -5.06121 8.67603 -0.85864 0.02 -0.19 0.06 -0.39
C -6.51682 9.08826 -0.79296 0.09 0.39 0.05 -0.61
O -6.72730 10.29661 -1.50540 0.00 -0.11 -0.24 -0.27
C -8.06448 10.44567 -1.92849 0.13 0.05 0.08 -0.78
H -1.71097 11.73022 -2.70472 0.11 -0.03 0.06 0.33
H -2.57779 12.18950 -1.22250 -0.05 0.01 -0.05 0.24
H -1.83159 10.58580 -1.32759 0.10 0.01 -0.06 0.33
H -2.51843 9.17939 -2.96670 -0.01 -0.03 0.00 0.33
H -3.25305 10.14128 -4.28230 0.10 -0.20 -0.07 0.39
H -4.54147 8.16922 -4.07640 0.04 -0.03 0.04 0.47
H -5.54141 9.43416 -3.38206 0.08 0.18 0.11 0.16
H -4.39717 9.51286 -0.63663 -0.15 0.15 -0.08 0.18
H -4.89455 7.92183 -0.08560 -0.04 -0.05 -0.06 0.39
H -6.79950 9.26109 0.25404 -0.02 -0.21 0.05 0.42
H -7.14005 8.28567 -1.20508 0.02 -0.03 0.02 0.36
H -8.35855 9.61571 -2.58128 -0.09 -0.02 0.06 0.34
H -8.13491 11.37179 -2.49631 0.04 0.02 0.06 0.23
H -8.74254 10.50101 -1.06922 -0.09 -0.05 -0.06 0.32
C 3.28981 0.52132 4.84684 -0.01 -0.17 0.02 -0.73
O 3.54499 -0.62281 5.63224 -0.05 0.23 0.20 -0.26
C 4.92249 -0.77378 5.93837 -0.28 -0.31 -0.14 -0.57
C 5.10320 -1.50721 7.25097 0.19 0.06 0.05 -0.38
O 4.87583 -0.69479 8.39642 -0.08 -0.04 -0.04 -0.47
C 3.52429 -0.36982 8.69620 0.10 0.09 0.14 -0.28
C 2.71751 -1.53538 9.22974 -0.26 0.03 -0.31 -0.60
O 2.29681 -2.38050 8.17050 0.23 -0.13 -0.02 -0.21
C 2.02887 -3.69476 8.60492 -0.04 0.15 -0.08 -0.79
H 3.78816 0.44405 3.87481 0.03 0.16 0.00 0.20
H 2.21351 0.58622 4.68859 0.01 -0.08 -0.02 0.22
H 3.61741 1.42987 5.36570 0.07 0.04 -0.08 0.39
H 5.41493 0.20335 5.99737 0.02 0.00 0.03 0.39
H 5.38201 -1.35930 5.13055 0.20 0.07 0.04 0.38
H 6.15169 -1.80726 7.31949 0.01 0.07 0.02 0.40
H 4.50528 -2.41913 7.28664 -0.15 0.08 -0.13 0.15
H 3.03266 0.10031 7.84290 -0.10 -0.19 -0.06 0.10
H 3.58240 0.38279 9.48630 0.06 -0.05 0.03 0.40
H 1.81886 -1.15585 9.73429 0.10 0.05 0.18 0.41
H 3.32402 -2.09625 9.95085 0.02 0.03 0.01 0.35
H 2.92156 -4.14254 9.05690 -0.06 -0.03 0.10 0.34
H 1.75104 -4.28557 7.73364 -0.04 0.06 -0.01 0.22
H 1.20174 -3.70804 9.32407 0.04 -0.10 0.06 0.32
```
Positions in Å, forces in eV/Å.

Energy in Ha: -9543.7294
SMILES: [H]/N=C\Cc1ccc(COCCOCCOCC)c2c1Sc1c(CCN)cc(/C(Cl)=C(/C)Cl)c([C@@H](Br)[C@H](C)Br)c1N2N=C(C)C.COCCOCCOC.COCCOCCOC.COCCOCCOC
Gap between HOMO and LUMO in eV: 7.9905